No. 1
A structure of composition C31H54BCl10F5MgN4NaO12PS3 in a non-equilibrium geometry, computed with wB97M-V/def2-TZVPD.

Summary:
molecular weight: 1309.59 u
E_LUMO: -0.3295 hartree
charge: +2
E_HOMO: -9.80 eV

Last column: Mulliken charge in e.
Geometry (Å):
C (0.52735, 3.67834, -0.34295)  -0.152
C (-0.89943, 4.43706, -0.75185)  -0.563
O (-2.04170, 3.99396, 0.06419)  -0.221
P (-2.73851, 2.50924, -0.51658)  0.688
O (-4.20188, 2.87646, -1.05417)  -0.685
C (-2.79598, 1.10255, 0.83063)  -0.681
C (-1.30802, 0.57141, 1.26419)  -0.378
N (-0.57784, 1.51245, 2.25075)  1.410
N (-1.35378, 2.52612, 2.66729)  -0.774
C (-0.59852, 3.36288, 3.59173)  0.465
C (-1.49913, 4.62945, 4.21903)  -0.732
C (-1.78882, 5.78260, 3.08043)  0.544
C (-3.40786, 5.77360, 2.67839)  -1.002
Cl (-1.30971, 7.42216, 3.87782)  -0.183
C (0.90787, 3.28600, 4.10014)  0.042
O (1.44139, 4.30685, 5.02131)  -0.466
N (1.98208, 5.33890, 4.32474)  0.276
O (2.33458, 6.14562, 5.18370)  -0.371
C (1.75429, 2.02098, 3.52357)  0.537
C (3.31415, 1.73089, 3.92255)  -1.005
C (4.38324, 2.83008, 3.25427)  -0.539
C (4.88035, 2.38480, 1.74198)  -0.249
S (4.56309, 3.91001, 0.63849)  -0.216
C (0.79895, 1.15373, 2.56230)  0.109
C (1.45020, -0.22236, 1.90241)  -0.793
C (0.95058, -1.60576, 2.69896)  -0.016
C (0.20040, -2.68580, 1.71991)  -1.065
Cl (-0.03873, -1.12533, 4.21293)  -0.251
O (-1.70322, 1.84313, -1.79774)  -0.338
C (-2.50632, 1.49737, -2.98249)  0.290
C (-2.58554, 2.84924, -3.92256)  -0.706
H (1.31396, 3.68548, -1.22984)  0.377
H (0.25694, 2.56818, -0.05871)  -0.208
H (1.04326, 4.27065, 0.54995)  0.157
H (-1.12069, 4.38508, -1.91758)  0.185
H (-0.69684, 5.59309, -0.53212)  0.457
H (-3.51616, 1.35745, 1.72135)  0.420
H (-3.31366, 0.18942, 0.26061)  0.395
H (-0.69451, 0.45364, 0.24644)  0.415
H (-1.44362, -0.43611, 1.84330)  -0.185
H (-2.56256, 4.16440, 4.48862)  0.476
H (-1.05422, 5.04247, 5.22517)  -0.338
H (-1.15233, 5.59814, 2.10310)  -0.049
H (-3.76850, 4.68211, 2.37051)  0.197
H (-3.63153, 6.45079, 1.72143)  0.341
H (-4.04801, 6.12718, 3.60557)  0.363
H (3.39750, 1.92392, 5.09791)  0.373
H (3.68109, 0.63126, 3.75779)  0.448
H (5.35819, 2.76232, 3.93960)  0.196
H (3.97069, 3.93338, 3.28562)  0.475
H (4.31461, 1.41795, 1.33672)  0.159
H (6.05288, 2.17407, 1.73901)  0.296
H (3.68275, 3.42957, -0.34501)  0.118
H (1.28544, -0.30721, 0.73756)  0.448
H (2.63555, -0.21752, 2.04552)  0.140
H (1.91879, -2.16027, 3.12301)  0.750
H (-0.00155, -2.30220, 0.63058)  0.409
H (0.76932, -3.71966, 1.60565)  0.240
H (-0.87330, -2.93957, 2.17495)  0.462
H (-1.88414, 0.67538, -3.58203)  -0.379
H (-3.54477, 1.00529, -2.75073)  0.364
H (-3.23603, 2.64134, -4.87424)  0.312
H (-1.47143, 3.05740, -4.28370)  0.226
H (-2.90610, 3.82127, -3.32540)  0.206
C (-1.32554, -0.04277, -6.88790)  0.133
Cl (-0.62726, -0.33332, -5.29003)  -0.146
Cl (-1.42050, 1.68790, -7.23539)  -0.186
H (-0.69866, -0.52341, -7.64289)  -0.017
H (-2.33182, -0.46756, -6.91895)  0.224
O (-1.91727, -4.91422, 2.95929)  -0.578
S (-1.99705, -4.84269, 4.40208)  1.297
O (-1.02609, -5.49178, 5.25790)  -0.586
O (-3.49216, -5.28690, 4.87339)  -0.133
C (-3.98245, -6.55953, 4.47108)  -0.320
C (-3.33418, -7.68193, 5.26045)  -1.009
C (-2.10235, -3.13700, 4.88167)  -0.296
H (-3.84642, -6.70244, 3.39386)  0.332
H (-5.05964, -6.56422, 4.66379)  0.285
H (-2.26556, -7.75531, 5.03902)  0.288
H (-3.79351, -8.64390, 5.01677)  0.399
H (-3.42960, -7.50340, 6.33638)  0.292
H (-2.85589, -2.64033, 4.26950)  0.373
H (-1.12336, -2.68159, 4.71468)  -0.078
H (-2.35955, -3.08267, 5.94106)  0.470
C (-1.07583, -2.92699, -9.76567)  0.336
Cl (-1.16959, -4.69323, -9.98076)  -0.076
Cl (-2.68228, -2.29654, -9.32238)  -0.104
Cl (0.08895, -2.54722, -8.47194)  -0.087
Cl (-0.54036, -2.17093, -11.28766)  -0.141
C (9.20042, -0.30432, 5.13146)  -0.406
C (8.15801, 0.08559, 6.17601)  -0.294
O (7.38350, 1.11454, 5.56431)  -0.287
S (7.31653, 0.84299, 3.95739)  1.098
O (6.07236, 0.16619, 3.66562)  -0.533
O (7.73913, 2.04288, 3.27322)  -0.559
O (8.52181, -0.25192, 3.87769)  -0.323
H (10.02151, 0.41931, 5.10484)  0.311
H (9.60424, -1.30538, 5.30491)  0.324
H (8.61134, 0.44378, 7.10335)  0.319
H (7.48985, -0.75319, 6.39815)  0.271
B (-4.00318, -0.58408, 7.20149)  0.602
F (-4.74839, -1.55824, 6.42095)  -0.409
F (-2.57784, -0.80587, 7.02012)  -0.396
F (-4.34530, 0.75719, 6.75694)  -0.403
F (-4.34108, -0.72935, 8.60800)  -0.361
N (-1.69538, -2.99129, -14.15721)  0.128
C (-2.26846, -4.15954, -14.58769)  -0.394
C (-1.87629, -4.37116, -15.89061)  -0.427
C (-1.03220, -3.29570, -16.25686)  -0.406
C (-0.93546, -2.46015, -15.16672)  -0.422
H (-1.81387, -2.58515, -13.23816)  0.181
H (-2.90583, -4.73787, -13.93233)  0.362
H (-2.16581, -5.21017, -16.50995)  0.380
H (-0.54663, -3.14710, -17.21270)  0.378
H (-0.39342, -1.53488, -15.02376)  0.338
C (0.58383, -3.68324, -4.83865)  0.045
Cl (-0.85198, -3.85093, -5.85627)  -0.102
Cl (1.97739, -4.49116, -5.56684)  -0.183
H (0.81162, -2.62151, -4.71692)  -0.013
H (0.38254, -4.13171, -3.86277)  0.352
F (-0.17029, -3.32119, -2.70636)  -0.696
Na (0.07550, 4.83698, 6.40666)  0.971
Mg (0.19529, -3.81767, 4.20137)  0.660

No. 2
A structure of composition C16H24AuNO3S4Si in a non-equilibrium geometry, computed with wB97M-V/def2-TZVPD.

Summary:
2S+1: 3
molecular weight: 631.69 u
E_LUMO (spin up / spin down): 0.0147 / -0.0915 hartree
⟨S²⟩: 2.018
charge: 0
E_HOMO (spin up / spin down): -7.20 / -7.12 eV

Last column: Löwdin spin population.
Geometry (Å):
Au (0.34169, -0.03279, 1.13698)  0.455
C (-2.20581, -2.01079, 0.01148)  0.003
O (-1.69121, -1.49699, 1.22208)  0.061
C (-2.64331, -0.86979, 2.05538)  0.003
C (-2.90851, 0.58451, 1.67278)  0.001
O (-1.73821, 1.32271, 1.95018)  0.016
C (-1.89931, 2.72041, 1.86108)  0.001
H (-2.96101, -2.77789, 0.21648)  0.001
H (-1.36781, -2.46279, -0.51452)  0.000
H (-2.64301, -1.23369, -0.62032)  0.000
H (-2.21721, -0.87909, 3.06038)  0.001
H (-3.58301, -1.43159, 2.05188)  0.001
H (-3.75001, 0.96951, 2.26688)  0.000
H (-3.16471, 0.66601, 0.60728)  0.000
H (-2.69141, 3.06371, 2.53928)  0.000
H (-2.13701, 3.04061, 0.84048)  0.000
H (-0.95261, 3.16121, 2.16568)  0.000
O (5.34809, -0.01079, 5.87858)  0.044
C (4.47529, 0.04981, 5.06978)  0.016
S (4.71539, 0.58001, 3.38758)  0.034
C (3.05689, 0.39071, 2.85298)  0.184
C (2.15849, -0.06639, 3.78348)  0.173
S (0.49589, -0.36559, 3.52708)  0.321
S (2.79029, -0.37739, 5.39188)  0.027
S (2.70859, 0.81781, 1.23328)  0.507
C (0.83749, 2.81761, -0.80652)  0.004
Si (0.08309, 1.42391, -1.85862)  0.010
C (-1.81061, 1.66831, -2.02942)  0.001
C (0.87719, 1.48481, -3.59882)  0.002
N (0.35619, -0.07029, -1.00782)  0.103
C (0.69939, -1.25049, -1.56782)  0.015
C (0.36259, -1.59329, -2.89572)  0.004
C (0.74169, -2.80069, -3.44072)  0.001
C (1.47269, -3.71769, -2.69842)  -0.001
C (1.80629, -3.40749, -1.38712)  0.000
C (1.42049, -2.21069, -0.83182)  0.004
H (0.56549, 3.78841, -1.20732)  0.000
H (1.91999, 2.74681, -0.79612)  0.001
H (0.50489, 2.77371, 0.22478)  0.001
H (-2.03471, 2.34021, -2.85082)  0.000
H (-2.23001, 2.10081, -1.12862)  0.000
H (-2.32551, 0.72991, -2.21292)  0.000
H (1.28339, 2.46931, -3.81252)  0.000
H (0.15419, 1.25861, -4.37792)  0.000
H (1.69059, 0.77081, -3.68732)  0.000
H (-0.22421, -0.90149, -3.47552)  0.000
H (0.46509, -3.02879, -4.46122)  0.000
H (1.77429, -4.65879, -3.13102)  0.000
H (2.37949, -4.10729, -0.79592)  0.000
H (1.69399, -1.97779, 0.18698)  0.002